Record 1
ORCA calculation (the ωB97M-V functional and the def2-TZVPD basis) on a cluster of 2 separate species, C7H17NO4S in total at a distorted geometry.

Atoms and positions in Å:
C: 2.6280 0.7643 0.6168
C: 2.8608 -1.2360 -0.9055
C: -2.2626 2.2873 0.5810
C: -1.4782 -2.6223 -0.4152
C: 1.9965 -0.5469 0.1481
C: -0.9562 2.0270 -0.0991
C: -0.3901 0.0119 0.4234
N: 0.6646 -0.3622 -0.4163
O: -2.7474 -0.8798 1.1338
O: -2.5068 -0.3135 -1.2541
O: -0.9245 1.9385 -1.4609
O: -0.2301 -0.1671 1.7682
S: -1.9180 -0.8800 -0.0570
H: 2.0084 1.2200 1.3838
H: 3.6152 0.5786 1.0328
H: 2.7237 1.4574 -0.2170
H: 2.3730 -2.1394 -1.2625
H: 3.8279 -1.5057 -0.4886
H: 3.0257 -0.5734 -1.7517
H: -3.0177 1.5758 0.2552
H: -2.6106 3.2948 0.3398
H: -2.1452 2.2135 1.6580
H: -2.2995 -3.2354 -0.0666
H: -1.3310 -2.7206 -1.4809
H: -0.5699 -2.8382 0.1329
H: 1.8788 -1.2116 1.0118
H: -0.1049 2.5955 0.2574
H: 0.6817 0.2319 -1.2440
H: -1.6744 1.3843 -1.7453
H: -1.1171 -0.3483 2.1216

Calculated values
**Highest occupied orbital energy**: -7.60 eV
**LUMO**: 0.0246 hartree
**Frontier orbital gap**: 8.263 eV
**Relative energy (zero: lowest compared OMol25 entry of this formula, charge and spin)**: 48.35 kcal/mol


Record 2
ORCA calculation (the ωB97M-V functional and the def2-TZVPD basis) on the molecule C7H17NSi at a distorted geometry.

Atoms and positions in Å:
C: -1.3765 -1.5124 -0.4609
C: -2.7019 -0.7787 -0.2764
C: -0.2765 -1.2223 -1.5476
C: -2.6253 0.7398 -0.0305
C: -1.7958 1.3758 0.8694
C: 2.9249 1.2814 0.3195
C: 1.7204 -0.2871 1.4428
N: 2.1128 0.1393 0.0789
Si: 1.0348 0.2075 -1.2946
H: -0.8402 -1.2260 0.4798
H: -1.5119 -2.6531 -0.3574
H: -3.4712 -0.8426 -1.0131
H: -2.9997 -1.1454 0.6981
H: 0.2502 -2.1649 -1.6664
H: -0.8127 -1.1545 -2.5781
H: -3.4015 1.3347 -0.5252
H: 0.1557 1.2436 -1.5282
H: -1.8649 2.4182 1.1710
H: -0.9575 0.7721 1.3686
H: 3.1214 1.8306 -0.5628
H: 2.3821 1.8979 1.1110
H: 3.8629 1.0743 0.9298
H: 2.7329 -0.5105 1.9614
H: 1.1306 0.4969 1.8897
H: 1.2094 -1.1993 1.6817
H: 1.9976 -0.1153 -2.1606

Calculated values
**Highest occupied orbital energy (alpha / beta)**: -5.53 / -8.73 eV
**LUMO (alpha / beta)**: 0.0375 / -0.0682 hartree
**<S²>**: 2.01
**Spin multiplicity**: 3
**Frontier orbital gap (alpha / beta)**: 6.549 / 6.876 eV
**Relative energy (zero: lowest compared OMol25 entry of this formula, charge and spin)**: 75.21 kcal/mol


Record 3
ORCA calculation (the ωB97M-V functional and the def2-TZVPD basis) on a cluster of 2 separate species, C7H17O in total.

Atoms and positions in Å:
H: 1.7517 0.6696 0.3671
C: -0.0134 -0.4078 0.3884
C: 0.4591 -1.6906 -0.1846
C: -0.3219 -0.3842 1.8315
C: 0.7097 -0.9890 2.7873
C: -0.8819 0.4459 -0.4459
C: -0.4631 0.7267 -1.9052
C: -1.5553 1.4940 -2.6251
H: -0.4097 -2.3735 -0.2438
H: 0.8508 -1.5289 -1.1964
H: 1.2316 -2.1550 0.4441
H: -0.5187 0.6611 2.1106
H: -1.2695 -0.9384 1.9358
H: 0.3004 -0.8482 3.7850
H: 0.8809 -2.0580 2.6150
H: 1.6499 -0.4327 2.7272
H: -1.8602 -0.0737 -0.4700
H: -1.0125 1.4089 0.0783
H: 0.4690 1.3049 -1.8708
H: -0.2482 -0.2122 -2.4356
H: -1.2125 1.6492 -3.6386
H: -2.4852 0.9258 -2.6601
H: -1.7347 2.4711 -2.1757
O: 2.4110 1.3808 0.4162
H: 3.2728 0.9543 0.3652

Calculated values
**Highest occupied orbital energy (alpha / beta)**: -7.48 / -11.07 eV
**LUMO (alpha / beta)**: 0.0360 / 0.0073 hartree
**<S²>**: 0.75
**Spin multiplicity**: 2
**Frontier orbital gap (alpha / beta)**: 8.463 / 11.267 eV
**Relative energy (zero: lowest compared OMol25 entry of this formula, charge and spin)**: 0.00 kcal/mol


Record 4
ORCA calculation (the ωB97M-V functional and the def2-TZVPD basis) on a cluster of 2 separate species, C7H17O in total at a distorted geometry.

Atoms and positions in Å:
H: 1.3782 3.3045 -0.0546
C: -1.3775 1.1053 0.2031
C: -2.1009 1.9766 -0.6930
C: -0.7348 -0.0688 -0.3383
C: 0.3178 -0.7488 0.5601
C: 1.6324 0.0400 0.5620
C: 0.5867 -2.1649 0.0339
C: -0.6500 -3.0332 0.0693
H: -1.1647 1.4367 1.2216
H: -2.1122 2.9665 -0.2273
H: -1.5666 2.0720 -1.6546
H: -3.1278 1.6562 -0.9147
H: -1.4773 -0.8191 -0.6789
H: -0.1720 0.2554 -1.2447
H: -0.0577 -0.8315 1.5944
H: 1.9988 0.1703 -0.4659
H: 1.5735 1.0300 1.0259
H: 2.3795 -0.5207 1.1343
H: 0.9566 -2.0835 -1.0050
H: 1.3827 -2.5715 0.6764
H: -0.3157 -4.0462 -0.1499
H: -1.1398 -3.0357 1.0435
H: -1.3927 -2.7562 -0.6836
O: 2.3120 3.3026 -0.4067
H: 2.8716 3.3641 0.3925

Calculated values
**Highest occupied orbital energy (alpha / beta)**: -7.35 / -10.78 eV
**LUMO (alpha / beta)**: 0.0305 / 0.0248 hartree
**<S²>**: 0.75
**Spin multiplicity**: 2
**Frontier orbital gap (alpha / beta)**: 8.183 / 11.452 eV
**Relative energy (zero: lowest compared OMol25 entry of this formula, charge and spin)**: 8.67 kcal/mol


Record 5
ORCA calculation (the ωB97M-V functional and the def2-TZVPD basis) on a cluster of 2 separate species, C7H17O3 in total at a distorted geometry.

Atoms and positions in Å:
H: 1.0740 3.4763 2.1383
C: 0.1753 2.2006 0.6247
C: 0.0761 3.2092 1.7623
H: 0.9955 1.4984 0.8650
H: -0.7696 2.2405 0.0522
H: -0.4910 2.7942 2.6066
H: -0.4495 4.1171 1.4337
C: 1.3355 2.3277 -1.7514
O: 1.0806 3.0303 -0.5861
H: 1.9521 2.9026 -2.4651
H: 1.8138 1.3526 -1.5422
H: 0.3600 2.1097 -2.2229
C: -1.0471 0.3563 1.5695
O: -1.1440 -0.7178 0.7278
C: -0.2260 -1.7663 0.9653
C: -0.4282 -2.8670 -0.0440
O: -0.0393 -2.4311 -1.3195
C: -0.1911 -3.4102 -2.3131
H: -2.0042 0.8764 1.6578
H: -0.5020 0.1751 2.5049
H: -0.3798 -2.1754 1.9782
H: 0.8058 -1.3826 0.9016
H: -1.4885 -3.1814 -0.0462
H: 0.1781 -3.7382 0.2674
H: 0.1378 -2.9720 -3.2635
H: 0.4215 -4.3026 -2.0935
H: -1.2460 -3.7227 -2.4077

Calculated values
**Highest occupied orbital energy (alpha / beta)**: -7.45 / -8.81 eV
**LUMO (alpha / beta)**: 0.0340 / 0.0113 hartree
**<S²>**: 0.76
**Spin multiplicity**: 2
**Frontier orbital gap (alpha / beta)**: 8.372 / 9.118 eV
**Relative energy (zero: lowest compared OMol25 entry of this formula, charge and spin)**: 37.32 kcal/mol


Record 6
ORCA calculation (the ωB97M-V functional and the def2-TZVPD basis) on a structure of composition C7H17O9S2Tl at a distorted geometry.

Atoms and positions in Å:
Tl: -1.1065 -0.3276 1.0167
O: -2.3878 -1.1401 5.7326
C: -1.4949 -1.7221 4.9131
O: -1.1364 -1.1296 3.9029
O: -1.1056 -2.8609 5.0206
H: -2.3345 -0.2527 5.3701
O: 1.2264 3.5724 -1.2092
S: 0.4937 3.5360 0.0665
O: 0.1106 2.3242 0.7174
O: 1.3352 4.5514 1.1763
C: 1.1294 4.4083 2.5311
C: 2.3416 5.0261 3.2388
C: -0.9852 4.6412 -0.1412
H: 1.0228 3.3520 2.7781
H: 0.2148 4.9109 2.8459
H: 2.1100 5.2090 4.2881
H: 2.7040 5.8960 2.6911
H: 3.1906 4.3525 3.1222
H: -1.6426 4.6428 0.7283
H: -1.3977 4.3626 -1.1108
H: -0.6441 5.6668 -0.2823
O: 1.8786 -2.3607 -2.7817
S: 0.5524 -2.7083 -2.1554
O: 0.1018 -1.8923 -1.0759
O: -0.5943 -2.6919 -3.3073
C: -0.4537 -3.5265 -4.4197
C: -1.2960 -4.8267 -4.4032
C: 0.7297 -4.5021 -1.6351
H: 0.5451 -3.7657 -4.7848
H: -0.8206 -2.9822 -5.2899
H: -2.2189 -4.4572 -3.9563
H: -0.8165 -5.6285 -3.8416
H: -1.5309 -5.2462 -5.3814
H: 0.8474 -4.5161 -0.5516
H: 1.6661 -4.9450 -1.9743
H: -0.2339 -4.9696 -1.8381

Calculated values
**Highest occupied orbital energy**: -16.19 eV
**Net charge**: +2
**LUMO**: -0.5268 hartree
**Frontier orbital gap**: 1.852 eV
**Relative energy (zero: lowest compared OMol25 entry of this formula, charge and spin)**: 53.37 kcal/mol


Record 7
ORCA calculation (the ωB97M-V functional and the def2-TZVPD basis) on a cluster of 2 separate species, C7H18BClN4O7 in total at a distorted geometry.

Atoms and positions in Å:
N: -2.6263 -3.2229 1.5987
C: -1.2100 -2.9915 1.7118
N: -0.8343 -1.6017 2.0085
C: 0.0280 -0.8433 1.3425
N: 0.2956 0.4194 1.6916
C: 1.0996 0.9957 0.5933
C: 0.8448 0.0426 -0.5915
C: -0.5366 0.2548 -1.2474
C: -0.5896 0.9140 -2.6252
C: -1.9837 0.8109 -3.2391
O: -2.1420 -0.4268 -3.9357
B: 2.1604 -0.0053 -1.5137
O: 2.3815 1.0132 -2.3992
O: 3.1253 -0.9620 -1.2871
N: 0.7591 -1.2136 0.2688
H: -3.1608 -2.7133 2.2918
H: -2.9698 -2.9265 0.6928
H: -0.7364 -3.2844 0.7754
H: -0.7931 -3.6313 2.4930
H: -1.2631 -1.1878 2.8235
H: -0.4905 0.9585 2.0270
H: 2.1346 0.9449 0.9342
H: 0.9025 2.0511 0.4323
H: -1.1267 0.8939 -0.5760
H: -1.0705 -0.7043 -1.3047
H: 0.0856 0.4179 -3.3257
H: -0.3126 1.9688 -2.5574
H: -2.1568 1.6264 -3.9433
H: -2.7433 0.8809 -2.4495
H: -2.7278 -1.0052 -3.4377
H: 2.4701 0.7686 -3.3255
H: 2.9326 -1.8719 -1.5282
H: 0.4460 -2.0437 -0.2127
O: 2.8384 4.2113 3.9766
Cl: 1.9688 3.1450 3.5786
O: 0.5844 3.5600 3.6561
O: 2.1717 1.9833 4.4094
O: 2.2450 2.7746 2.1933

Calculated values
**Highest occupied orbital energy**: -8.43 eV
**LUMO**: -0.0301 hartree
**Frontier orbital gap**: 7.612 eV
**Relative energy (zero: lowest compared OMol25 entry of this formula, charge and spin)**: 0.00 kcal/mol


Record 8
ORCA calculation (the ωB97M-V functional and the def2-TZVPD basis) on a cluster of 3 separate species, C7H18BFNO7S2 in total at a distorted geometry.

Atoms and positions in Å:
N: -1.6184 5.4126 -6.2581
C: -0.6710 4.9633 -5.7918
O: 0.1955 4.3795 -4.9811
B: 0.4375 5.3658 -3.8280
F: 1.2275 6.4578 -4.4128
H: 0.9737 4.8353 -2.8997
H: -0.6584 5.8078 -3.5567
O: 1.1679 2.4672 -0.9882
S: 1.3858 1.0566 -0.8867
O: 2.7000 0.4863 -0.9765
O: 0.4206 0.3071 -1.9262
C: 0.4944 0.6898 -3.3107
C: 1.7347 0.1378 -3.9870
C: 0.6279 0.4669 0.5957
H: 0.4406 1.7772 -3.4100
H: -0.3918 0.2774 -3.7943
H: 2.6397 0.5889 -3.5787
H: 1.7106 0.3433 -5.0581
H: 1.8120 -0.9407 -3.8308
H: -0.3832 0.8633 0.6566
H: 1.2224 0.8222 1.4356
H: 0.6204 -0.6197 0.5808
O: -0.3205 -1.9082 2.4264
S: -1.1943 -1.9999 3.5586
O: -0.8654 -1.3869 4.8106
O: -1.5556 -3.5439 3.8124
C: -0.4771 -4.4722 3.9871
C: 0.1632 -4.3481 5.3570
C: -2.8090 -1.4676 3.0842
H: 0.2626 -4.3510 3.1921
H: -0.9055 -5.4693 3.8801
H: 0.6693 -3.3887 5.4701
H: 0.9013 -5.1374 5.5088
H: -0.5922 -4.4095 6.1423
H: -3.0830 -1.9562 2.1518
H: -2.7731 -0.3879 2.9472
H: -3.5093 -1.7189 3.8780

Calculated values
**Highest occupied orbital energy**: -5.17 eV
**Net charge**: -1
**LUMO**: 0.0652 hartree
**Frontier orbital gap**: 6.943 eV


Record 9
ORCA calculation (the ωB97M-V functional and the def2-TZVPD basis) on a structure of composition C7H18ClCoI2O4P2 at a distorted geometry.

Atoms and positions in Å:
I: -2.4162 0.7377 0.3209
I: 2.4583 -0.2727 0.2521
Co: -0.0306 0.1337 -0.1448
P: 0.3498 1.9205 -1.3367
C: 0.5693 3.4420 -0.3586
C: 1.8154 1.8521 -2.4235
H: -1.2581 1.3872 -3.0467
H: -0.6211 3.0716 -3.1863
H: -1.8764 2.6622 -1.9490
C: -1.0012 2.3029 -2.5007
H: 1.7864 0.9090 -2.9832
H: 1.7470 2.7120 -3.1041
H: 0.7269 4.2651 -1.0794
H: 1.4472 3.3348 0.3038
H: 2.7297 1.8931 -1.8206
H: -0.3313 3.6302 0.2532
C: 0.1230 0.9819 1.4529
O: 0.1600 1.5717 2.4623
Cl: -0.0526 -0.9047 -2.2445
C: 1.6341 -2.2797 2.8891
O: 0.5518 -1.4528 2.3914
P: -0.9785 -1.9243 1.7747
O: -0.9762 -3.4710 2.4188
C: -0.3881 -4.6188 1.7294
O: -1.2082 -2.5037 0.1780
C: -2.6375 -2.8608 0.0986
H: 2.3734 -1.5842 3.3069
H: 2.1181 -2.8145 2.0506
H: 1.3616 -2.9481 3.7235
H: 0.1034 -4.4195 0.7573
H: 0.3035 -5.0157 2.4681
H: -1.2446 -5.2729 1.5731
H: -3.0888 -2.3759 -0.7915
H: -3.1611 -2.4641 1.0120
H: -2.7952 -3.9650 0.0923

Calculated values
**Highest occupied orbital energy (alpha / beta)**: -16.16 / -16.55 eV
**Net charge**: +2
**LUMO (alpha / beta)**: -0.3679 / -0.4008 hartree
**<S²>**: 6.20
**Spin multiplicity**: 5
**Frontier orbital gap (alpha / beta)**: 6.151 / 5.642 eV
**Relative energy (zero: lowest compared OMol25 entry of this formula, charge and spin)**: 64.13 kcal/mol


Copy entry 6 word for word.
ORCA calculation (the ωB97M-V functional and the def2-TZVPD basis) on a structure of composition C7H17O9S2Tl at a distorted geometry.

Atoms and positions in Å:
Tl: -1.1065 -0.3276 1.0167
O: -2.3878 -1.1401 5.7326
C: -1.4949 -1.7221 4.9131
O: -1.1364 -1.1296 3.9029
O: -1.1056 -2.8609 5.0206
H: -2.3345 -0.2527 5.3701
O: 1.2264 3.5724 -1.2092
S: 0.4937 3.5360 0.0665
O: 0.1106 2.3242 0.7174
O: 1.3352 4.5514 1.1763
C: 1.1294 4.4083 2.5311
C: 2.3416 5.0261 3.2388
C: -0.9852 4.6412 -0.1412
H: 1.0228 3.3520 2.7781
H: 0.2148 4.9109 2.8459
H: 2.1100 5.2090 4.2881
H: 2.7040 5.8960 2.6911
H: 3.1906 4.3525 3.1222
H: -1.6426 4.6428 0.7283
H: -1.3977 4.3626 -1.1108
H: -0.6441 5.6668 -0.2823
O: 1.8786 -2.3607 -2.7817
S: 0.5524 -2.7083 -2.1554
O: 0.1018 -1.8923 -1.0759
O: -0.5943 -2.6919 -3.3073
C: -0.4537 -3.5265 -4.4197
C: -1.2960 -4.8267 -4.4032
C: 0.7297 -4.5021 -1.6351
H: 0.5451 -3.7657 -4.7848
H: -0.8206 -2.9822 -5.2899
H: -2.2189 -4.4572 -3.9563
H: -0.8165 -5.6285 -3.8416
H: -1.5309 -5.2462 -5.3814
H: 0.8474 -4.5161 -0.5516
H: 1.6661 -4.9450 -1.9743
H: -0.2339 -4.9696 -1.8381

Calculated values
**Highest occupied orbital energy**: -16.19 eV
**Net charge**: +2
**LUMO**: -0.5268 hartree
**Frontier orbital gap**: 1.852 eV
**Relative energy (zero: lowest compared OMol25 entry of this formula, charge and spin)**: 53.37 kcal/mol